[1]
12
Properties=species:S:1:pos:R:3 method="wB97M-V/def2-TZVPD" max_force_ev_per_a=3.800 molar_mass_g_mol=91.11 energy_ha=-286.13286 total_charge=0 homo_lumo_gap_ev=9.6 e_homo_ev=-9.32 relative_energy_kcal_mol=132.0
C -1.417 -0.914 -0.040
C -2.573 -0.444 0.093
C -0.801 0.509 -0.091
C 0.622 -0.274 -0.023
C -0.867 1.780 -0.027
C -0.117 -1.608 -0.050
N 1.732 0.359 0.056
H 0.125 2.189 -0.206
H -1.579 2.559 0.265
H 0.226 -2.107 0.835
H -0.108 -2.395 -0.791
H 2.647 -0.252 0.098


[2]
61
Properties=species:S:1:pos:R:3 method="wB97M-V/def2-TZVPD" max_force_ev_per_a=0.793 smiles="CCc1cccc(C)c1N(C(=O)Cn1c(COC)nc2ccccc21)[C@H](C)COC" molar_mass_g_mol=409.53 energy_ha=-1323.14217 total_charge=0 homo_lumo_gap_ev=9.1 e_homo_ev=-8.40 relative_energy_kcal_mol=31.1
C -3.330 -2.467 0.040
C -2.629 -1.271 -0.608
C -1.173 -1.563 -0.861
C -0.847 -2.515 -1.818
C 0.471 -2.835 -2.081
C 1.479 -2.193 -1.391
C 1.194 -1.228 -0.432
C 2.339 -0.563 0.267
C -0.144 -0.917 -0.167
N -0.471 0.074 0.810
C -0.760 1.345 0.469
O -1.123 2.191 1.266
C -0.666 1.699 -1.025
N 0.670 1.661 -1.549
C 1.760 2.356 -1.090
C 1.706 3.226 0.117
O 1.777 2.420 1.277
C 1.571 3.153 2.460
N 2.828 2.170 -1.810
C 2.460 1.309 -2.811
C 3.205 0.769 -3.854
C 2.559 -0.075 -4.731
C 1.202 -0.376 -4.592
C 0.446 0.147 -3.564
C 1.091 0.982 -2.666
C -0.504 -0.280 2.235
C 0.028 -1.679 2.505
C -1.925 -0.160 2.812
O -1.841 -0.344 4.208
C -3.057 -0.095 4.861
H -3.287 -3.338 -0.609
H -4.374 -2.232 0.234
H -2.853 -2.727 0.983
H -2.740 -0.396 0.034
H -3.122 -1.055 -1.560
H -1.639 -3.003 -2.365
H 0.711 -3.575 -2.829
H 2.512 -2.427 -1.601
H 3.047 -0.183 -0.469
H 2.873 -1.285 0.884
H 2.018 0.267 0.888
H -1.280 1.010 -1.607
H -1.079 2.711 -1.126
H 2.559 3.919 0.086
H 0.771 3.808 0.126
H 2.276 3.989 2.535
H 1.738 2.462 3.285
H 0.544 3.534 2.503
H 4.249 1.013 -3.961
H 3.108 -0.512 -5.551
H 0.734 -1.034 -5.309
H -0.603 -0.094 -3.469
H 0.110 0.457 2.765
H 1.083 -1.759 2.270
H -0.115 -1.886 3.562
H -0.518 -2.421 1.925
H -2.587 -0.922 2.375
H -2.333 0.834 2.590
H -3.843 -0.780 4.515
H -3.394 0.936 4.697
H -2.880 -0.255 5.923


[3]
19
Properties=species:S:1:pos:R:3 method="wB97M-V/def2-TZVPD" max_force_ev_per_a=5.095 multiplicity=2 molar_mass_g_mol=109.17 energy_ha=-327.72406 total_charge=+1 homo_lumo_gap_ev="10.6 / 6.8" e_homo_ev="-14.50 / -14.35" relative_energy_kcal_mol=49.3 s_squared=0.765
C -0.286 2.552 0.434
C -1.195 1.643 1.203
C -0.563 0.287 1.365
C -0.188 -0.550 0.256
C -0.138 -0.145 -1.092
N 0.748 -1.053 -1.782
C 1.136 -2.063 -0.951
C 0.688 -1.650 0.320
H 0.760 2.361 0.652
H -0.469 3.657 0.632
H -0.515 2.481 -0.644
H -1.399 2.198 2.061
H -2.197 1.626 0.687
H 0.388 0.519 2.067
H -1.309 -0.439 1.949
H -0.804 0.474 -1.574
H 0.967 -1.092 -2.712
H 1.909 -2.808 -1.142
H 0.702 -2.053 1.281


[4]
14
Properties=species:S:1:pos:R:3 method="wB97M-V/def2-TZVPD" max_force_ev_per_a=2.231 multiplicity=2 molar_mass_g_mol=77.10 energy_ha=-270.08389 total_charge=0 homo_lumo_gap_ev="11.6 / 8.5" e_homo_ev="-10.61 / -10.08" relative_energy_kcal_mol=4.7 s_squared=0.755
C 1.383 0.873 1.282
O 0.648 1.593 0.453
C 1.504 -0.651 1.036
C 2.094 -1.359 2.272
H 2.440 1.243 1.243
H 1.216 1.009 2.370
H 0.510 -1.033 0.805
H 2.099 -0.813 0.139
H 1.858 -2.414 2.280
H 3.180 -1.260 2.226
H 1.842 -0.755 3.137
H -5.189 -0.575 -3.647
H -3.885 -0.184 -4.268
O -4.820 -0.160 -4.427


[5]
81
Properties=species:S:1:pos:R:3 method="wB97M-V/def2-TZVPD" max_force_ev_per_a=4.910 molar_mass_g_mol=510.59 energy_ha=-3920.30959 total_charge=+3 homo_lumo_gap_ev=5.0 e_homo_ev=-10.13 relative_energy_kcal_mol=73.4
C 1.833 3.418 -7.364
C 1.785 4.949 -7.269
N 0.858 5.390 -6.205
C 0.007 6.496 -6.236
C -0.835 6.476 -5.124
N -0.304 5.524 -4.244
C 0.762 4.942 -4.880
C -0.880 5.164 -2.995
H 2.394 3.185 -8.268
H 0.894 2.874 -7.466
H 2.426 2.948 -6.579
H 1.325 5.336 -8.178
H 2.736 5.402 -6.987
H -0.059 7.082 -7.141
H -1.646 7.104 -4.789
H 1.373 4.138 -4.496
H -0.179 5.477 -2.221
H -1.076 4.098 -2.880
H -1.836 5.672 -2.869
C 0.141 -5.237 4.453
C 1.566 -5.181 3.830
N 2.521 -5.300 4.915
C 3.033 -4.308 5.709
C 3.970 -4.941 6.550
N 4.157 -6.258 6.188
C 3.264 -6.426 5.148
C 5.091 -7.210 6.823
H -0.100 -4.322 4.994
H -0.068 -6.066 5.129
H -0.642 -5.224 3.695
H 1.690 -4.270 3.245
H 1.512 -5.968 3.077
H 2.668 -3.301 5.571
H 4.547 -4.487 7.342
H 3.202 -7.275 4.484
H 5.974 -7.316 6.193
H 4.641 -8.178 7.044
H 5.455 -6.682 7.704
C -2.761 5.545 5.601
N -4.295 5.371 5.913
C -5.064 6.543 5.326
C -4.779 4.128 5.195
C -4.379 5.182 7.469
C -5.817 4.835 7.992
O -6.629 5.984 7.746
H -2.319 6.282 6.271
H -2.744 5.906 4.572
H -2.214 4.604 5.543
H -4.895 6.651 4.255
H -4.740 7.418 5.889
H -6.148 6.523 5.440
H -4.281 3.365 5.792
H -4.471 4.173 4.151
H -5.854 4.025 5.341
H -3.988 6.094 7.921
H -3.813 4.303 7.777
H -5.688 4.882 9.073
H -6.224 3.850 7.762
H -7.422 5.580 7.388
C 3.025 -4.870 -6.919
N 1.550 -5.091 -6.696
C 0.821 -4.091 -7.581
C 1.341 -6.545 -7.082
C 1.069 -4.913 -5.232
C 1.957 -4.027 -4.358
O 1.713 -2.589 -4.700
H 3.576 -5.619 -6.349
H 3.278 -3.859 -6.601
H 3.333 -4.950 -7.962
H -0.255 -4.180 -7.432
H 1.076 -4.209 -8.634
H 1.210 -3.122 -7.270
H 0.286 -6.799 -6.977
H 1.983 -7.202 -6.495
H 1.754 -6.642 -8.086
H 1.120 -5.913 -4.803
H 0.017 -4.631 -5.263
H 2.982 -4.397 -4.369
H 1.664 -4.271 -3.336
H 1.714 -2.178 -3.832
Br 1.114 1.128 1.656


[6]
179
Properties=species:S:1:pos:R:3 method="wB97M-V/def2-TZVPD" max_force_ev_per_a=4.116 smiles=COC[C@H](C)N.COC[C@H](C)N.COC[C@H](C)N.COC[C@H](C)N.COC[C@H](C)N.COC[C@H](C)N.COC[C@H](C)N.COCCNCCOC.CCO.CCO.CCO.CCO molar_mass_g_mol=941.43 energy_ha=-3085.53570 total_charge=0 homo_lumo_gap_ev=8.6 e_homo_ev=-8.36 relative_energy_kcal_mol=131.5
C 0.222 -1.811 0.342
O -0.798 -0.909 0.681
C -0.571 0.369 0.266
C -1.890 1.064 0.316
C -2.955 0.476 -0.690
N -1.551 2.480 -0.133
H 0.173 -2.790 0.818
H 1.220 -1.436 0.570
H 0.400 -1.966 -0.722
H 0.263 0.795 0.823
H -0.087 0.127 -0.680
H -2.253 1.279 1.321
H -2.769 0.656 -1.749
H -3.940 0.905 -0.504
H -3.012 -0.610 -0.617
H -1.600 2.654 -1.127
H -0.632 2.717 0.211
C -4.084 5.511 7.375
O -4.239 5.802 5.985
C -4.543 4.759 5.114
C -3.525 3.536 5.136
C -2.140 4.074 4.785
N -3.865 2.621 4.038
H -4.850 4.819 7.723
H -4.038 6.426 7.966
H -3.119 5.080 7.644
H -5.605 4.521 5.167
H -4.597 5.096 4.079
H -3.580 2.905 6.023
H -1.509 3.210 4.995
H -1.886 4.865 5.490
H -2.116 4.476 3.772
H -3.488 3.012 3.187
H -4.861 2.510 3.918
C 4.089 -3.125 -0.286
O 5.402 -3.003 0.189
C 5.622 -1.919 1.041
C 7.034 -1.698 1.389
C 7.629 -2.923 2.201
N 7.034 -0.594 2.333
H 3.865 -3.874 -1.045
H 3.743 -2.177 -0.700
H 3.430 -3.414 0.532
H 5.179 -1.014 0.625
H 5.099 -2.208 1.953
H 7.586 -1.443 0.485
H 8.694 -2.999 1.985
H 7.121 -3.865 1.992
H 7.667 -2.837 3.287
H 6.517 0.186 1.954
H 6.473 -0.896 3.118
C 2.120 -5.770 1.202
O 2.509 -5.302 2.448
C 3.297 -6.239 3.223
C 4.596 -5.603 3.805
C 5.418 -6.480 4.799
N 4.299 -4.451 4.594
H 2.896 -6.315 0.664
H 1.672 -5.019 0.552
H 1.327 -6.501 1.359
H 2.621 -6.502 4.037
H 3.600 -7.191 2.789
H 5.288 -5.243 3.044
H 4.738 -6.870 5.557
H 6.169 -6.020 5.442
H 5.864 -7.312 4.255
H 5.075 -3.805 4.596
H 3.713 -3.877 4.004
C 4.424 6.157 -0.914
O 3.092 5.780 -0.786
C 2.558 5.509 -2.110
C 1.053 5.316 -1.831
C 0.254 6.460 -1.184
N 1.018 4.219 -0.881
H 5.116 5.372 -1.220
H 4.799 6.492 0.053
H 4.504 7.017 -1.578
H 2.701 6.354 -2.784
H 3.026 4.592 -2.469
H 0.596 5.015 -2.774
H -0.826 6.324 -1.241
H 0.479 7.420 -1.649
H 0.632 6.508 -0.162
H 1.452 3.409 -1.301
H 1.638 4.476 -0.127
C -6.149 -0.587 -1.137
O -6.264 -1.908 -1.548
C -6.971 -2.113 -2.718
C -6.832 -3.532 -3.242
C -7.271 -3.706 -4.681
N -7.918 -4.234 -2.504
H -5.659 -0.559 -0.164
H -7.073 -0.086 -0.848
H -5.532 0.072 -1.748
H -7.965 -1.684 -2.595
H -6.396 -1.579 -3.474
H -5.802 -3.843 -3.069
H -8.100 -3.067 -4.986
H -7.690 -4.704 -4.810
H -6.437 -3.576 -5.370
H -7.767 -3.950 -1.546
H -7.845 -5.239 -2.442
C 2.641 -0.062 -2.758
O 3.593 -1.110 -2.601
C 4.979 -0.882 -2.982
C 5.777 -2.138 -3.435
C 7.212 -1.853 -3.629
N 5.369 -2.543 -4.777
H 1.749 -0.331 -2.193
H 2.260 0.136 -3.760
H 3.056 0.861 -2.354
H 5.007 -0.261 -3.878
H 5.535 -0.267 -2.275
H 5.713 -2.841 -2.605
H 7.657 -1.350 -2.770
H 7.493 -1.084 -4.348
H 7.793 -2.699 -3.997
H 5.199 -3.538 -4.804
H 4.473 -2.210 -5.104
C -1.813 4.377 -4.287
O -1.622 3.091 -3.735
C -1.708 2.152 -4.753
C -0.496 1.221 -4.593
N 0.774 1.820 -4.921
C 1.143 1.485 -6.289
C 2.446 2.087 -6.672
O 2.691 3.385 -6.280
C 2.072 4.499 -6.919
H -1.041 4.652 -5.006
H -1.767 5.255 -3.644
H -2.730 4.447 -4.873
H -1.672 2.563 -5.762
H -2.602 1.528 -4.730
H -0.636 0.267 -5.101
H -0.403 0.792 -3.595
H 0.785 2.809 -4.718
H 0.365 1.896 -6.932
H 1.188 0.423 -6.531
H 2.658 2.042 -7.740
H 3.205 1.398 -6.303
H 2.625 4.704 -7.836
H 2.058 5.422 -6.339
H 1.067 4.202 -7.216
C -0.911 -4.426 5.280
C -0.734 -4.566 3.796
O 0.357 -3.831 3.257
H -1.928 -4.740 5.517
H -0.825 -3.357 5.476
H -0.204 -4.991 5.889
H -1.661 -4.133 3.421
H -0.704 -5.645 3.640
H 1.179 -4.326 3.295
C -4.006 4.840 -0.877
C -4.305 4.788 0.657
O -4.064 3.445 1.082
H -4.447 5.639 -1.474
H -4.429 4.036 -1.479
H -2.929 4.853 -1.043
H -5.312 5.117 0.913
H -3.698 5.499 1.217
H -3.166 3.263 0.797
C -1.935 -0.515 5.304
C -1.122 -0.731 3.941
O -1.931 -1.280 2.935
H -2.592 0.346 5.185
H -1.446 -0.452 6.276
H -2.603 -1.374 5.367
H -0.266 -1.288 4.323
H -0.734 0.275 3.783
H -1.488 -1.054 2.115
C -4.229 -3.762 0.828
C -4.937 -3.927 2.202
O -4.246 -3.070 3.169
H -4.633 -2.793 0.534
H -4.570 -4.372 -0.008
H -3.167 -3.856 1.055
H -4.777 -4.978 2.442
H -6.007 -3.796 2.368
H -4.024 -2.230 2.759


[7]
13
Properties=species:S:1:pos:R:3 method="wB97M-V/def2-TZVPD" max_force_ev_per_a=3.085 multiplicity=2 molar_mass_g_mol=154.91 energy_ha=-2448.13043 total_charge=+3 homo_lumo_gap_ev="7.6 / 3.3" e_homo_ev="-24.54 / -21.50" relative_energy_kcal_mol=0.0 s_squared=0.767
Zn -18.777 -2.765 15.818
N -16.472 -3.847 11.834
H -15.904 -4.671 11.972
H -16.139 -3.459 10.963
H -16.577 -3.116 12.522
H -17.409 -4.215 11.757
Cl -16.529 -2.330 14.733
O -13.647 -1.357 13.762
H -14.491 -1.575 14.157
H -13.139 -2.166 13.821
O -16.155 -0.375 17.331
H -15.778 -0.855 16.593
H -16.162 -1.006 18.050